(1)
This record from the OMol25 dataset describes a cluster of 15 separate species, C4H39N2O14 in total in a non-equilibrium geometry. The level of theory is ωB97M-V with the def2-TZVPD basis set.

Each line ends with the natural charge from an NBO analysis.
Atoms and positions in Å:
C 1.8185 0.3157 -2.9584  -0.62
C 0.8162 1.3498 -2.4518  -0.40
C 0.5305 1.2701 -0.9017  -0.25
N -0.3085 0.5090 1.5928  -0.77
C -1.1393 0.4370 0.5930  0.40
N -0.8094 0.7288 -0.6438  -0.56
H 2.8293 0.6497 -2.8494  0.22
H 1.5526 -0.6608 -2.4695  0.19
H 1.6633 0.0707 -4.0478  0.23
H -0.1507 1.4055 -2.9167  0.21
H 1.2899 2.3528 -2.4972  0.22
H 0.6619 2.2774 -0.5032  0.20
H 1.3447 0.6511 -0.4776  0.22
H -0.6391 0.3732 2.5442  0.46
H 0.7052 0.7209 1.5817  0.45
H -2.1494 0.0667 0.7937  0.24
H -1.4833 0.9281 -1.3709  0.46
H -2.9810 0.1906 3.8713  0.50
H -3.0661 -1.1793 3.0767  0.49
O -2.4844 -0.4766 3.3737  -0.97
H 2.0279 -2.9611 2.5460  0.49
H 1.9181 -2.2876 1.1249  0.52
O 1.4425 -2.4703 1.9528  -0.98
H -1.6659 -4.0547 0.4783  0.50
H -0.5870 -3.8892 1.5973  0.50
O -0.7143 -3.9860 0.6503  -0.96
H 3.1893 1.4637 1.6433  0.50
H 2.3380 0.8138 2.6879  0.51
O 2.2768 1.4734 1.9573  -1.00
H 1.7186 -1.3938 3.1108  0.49
H 2.7653 -0.9389 4.1211  0.48
O 1.9530 -0.6048 3.7201  -0.99
H -0.5492 3.3235 -0.4076  0.44
H -1.1040 4.4728 0.4314  0.48
O -0.7348 4.2761 -0.4374  -0.92
H 4.0060 -0.9437 -0.5950  0.47
H 2.9326 -2.0269 -0.5073  0.48
O 3.7194 -1.6849 -0.0536  -0.96
H -3.4339 -2.2440 -2.2818  0.50
H -2.7060 -1.0580 -1.5049  0.48
O -3.1639 -1.8889 -1.4137  -0.98
H -0.7548 -2.8758 -1.7745  0.48
H 0.3776 -2.5657 -2.5686  0.46
O -0.4040 -3.1326 -2.6396  -0.93
H -2.5406 -0.3235 -3.9625  0.50
H -1.1487 -1.3216 -3.7307  0.52
O -1.8813 -0.7793 -3.4289  -1.02
H 0.8792 2.9356 1.9767  0.47
H 1.4308 3.7801 3.2242  0.49
O 1.0005 3.8151 2.3664  -0.96
H -3.7402 1.7396 -2.5586  0.51
H -2.4267 1.8277 -3.6230  0.50
O -2.7916 1.8673 -2.7458  -0.99
H 1.5041 -3.4033 -0.9020  0.50
H 0.4364 -2.8818 0.1723  0.53
O 1.1658 -2.6375 -0.4208  -1.03
H -0.9968 2.7616 2.2497  0.48
H -1.9114 3.1916 3.4889  0.49
O -1.8275 2.6315 2.7176  -0.97

Computed properties:
* HOMO-LUMO gap: 0.4111 Eh
* total energy: -36420.2470 eV
* ΔE to the lowest compared entry with this formula, charge and spin: 316.1 kJ/mol
* charge: +1


(2)
This record from the OMol25 dataset describes the molecule C5H10O. The level of theory is ωB97M-V with the def2-TZVPD basis set.

Each line ends with the natural charge from an NBO analysis.
Atoms and positions in Å:
C -1.8926 0.8664 0.0170  -0.61
C -0.8730 0.1555 -0.8694  -0.52
C 0.5733 0.5464 -0.5737  0.21
C 1.1205 -0.0316 1.1176  -0.65
C 1.4977 -1.0108 -0.3558  0.00
O 1.4346 -0.2061 -1.4490  -0.53
H -1.6704 1.9377 0.0720  0.22
H -1.8982 0.4685 1.0382  0.20
H -2.9074 0.7507 -0.3788  0.21
H -1.0127 0.4996 -1.9078  0.24
H -1.0657 -0.9276 -0.9022  0.19
H 0.2034 0.4179 1.5171  0.25
H 1.2093 -0.9690 1.6972  0.19
H 1.9718 0.6067 1.3622  0.24
H 0.7896 -1.8405 -0.3153  0.18
H 2.5199 -1.2638 -0.0690  0.20

Computed properties:
* HOMO-LUMO gap: 0.3158 Eh
* total energy: -7389.1526 eV
* ΔE to the lowest compared entry with this formula, charge and spin: 541.5 kJ/mol
* charge: 0


(3)
This record from the OMol25 dataset describes a structure of composition C4H3NO3 in a non-equilibrium geometry. The level of theory is ωB97M-V with the def2-TZVPD basis set.

Each line ends with the natural charge from an NBO analysis.
Atoms and positions in Å:
C -1.2867 0.8554 -0.6698  0.77
C -0.3837 -0.5339 0.2874  -0.04
C 0.9097 -1.1310 0.4986  -0.01
C 0.1157 0.8245 -0.0191  -0.02
H -1.1226 -0.6718 1.0527  0.22
H 1.5410 -1.9501 0.2416  0.25
H 0.5100 0.5612 -1.1516  0.20
N 1.8504 -0.1660 0.7982  -0.05
O -1.9679 1.6095 -1.2538  -0.49
O -1.3137 -0.5618 -0.6899  -0.47
O 1.1479 1.1639 0.9055  -0.35

Computed properties:
* HOMO-LUMO gap: 0.3933 Eh
* total energy: -11822.3481 eV
* ΔE to the lowest compared entry with this formula, charge and spin: 693.3 kJ/mol
* charge: 0


(4)
This record from the OMol25 dataset describes the molecule C5H9NO in a non-equilibrium geometry. The level of theory is ωB97M-V with the def2-TZVPD basis set.

Each line ends with the natural charge from an NBO analysis.
Atoms and positions in Å:
C -0.7781 0.9337 -1.0800  -0.62
C 0.0501 0.2247 -0.0309  -0.08
C 1.1176 1.1009 0.5858  -0.62
C -0.6690 -0.6885 0.9383  -0.22
N -0.3345 -1.8695 0.2625  -0.65
C 0.5648 -1.2998 -0.7157  0.70
O 1.2309 -1.8052 -1.5800  -0.57
H -0.1326 1.2372 -1.9114  0.22
H -1.2560 1.8338 -0.6811  0.21
H -1.5548 0.2741 -1.4758  0.22
H 0.7086 2.0246 1.0001  0.21
H 1.8555 1.3829 -0.1646  0.22
H 1.6459 0.5787 1.3825  0.21
H -0.2972 -0.6319 1.9540  0.18
H -1.7271 -0.4711 0.9539  0.18
H -0.4242 -2.8244 0.5624  0.40

Computed properties:
* HOMO-LUMO gap: 0.3762 Eh
* total energy: -8867.9220 eV
* ΔE to the lowest compared entry with this formula, charge and spin: 124.5 kJ/mol
* charge: 0
* SMILES string: CC1(C)CNC1=O


(5)
This record from the OMol25 dataset describes a cluster of 2 separate species, C3H11N2 in total. The level of theory is ωB97M-V with the def2-TZVPD basis set.

Each line ends with the natural charge from an NBO analysis.
Atoms and positions in Å:
C 1.5323 1.0277 1.5880  -0.42
N 1.0668 -0.3114 1.2470  -0.61
C 0.9974 -0.5335 -0.1797  -0.44
H 2.5735 1.1602 1.3029  0.21
H 0.9309 1.8238 1.1213  0.15
H 1.4501 1.1725 2.6641  0.22
H 0.1959 -0.5085 1.7270  0.35
H 0.6614 0.3529 -0.7598  0.12
H 0.3914 -1.3989 -0.4538  0.19
H 2.0003 -0.7629 -0.5467  0.23
C -1.8910 -0.4787 -1.9067  0.17
N -2.0649 -0.1396 -0.6937  -0.57
H -0.9228 -0.3020 -2.3587  0.25
H -2.7313 -0.9188 -2.4312  0.24
H -2.8950 -0.4215 -0.1781  0.45
H -1.2950 0.2387 -0.1421  0.45

Computed properties:
* HOMO-LUMO gap: 0.2423 Eh
* total energy: -6261.2658 eV
* ΔE to the lowest compared entry with this formula, charge and spin: 223.4 kJ/mol
* charge: +1


- Which of these has the highest total energy?
  C3H11N2